[1]
Formula: C37H41Cl36NO3
Source: the OMol25 dataset
Level of theory: the ωB97M-V functional and the def2-TZVPD basis

Positions of all 118 atoms, in Å:
C 6.21866 -3.38193 0.30859
C 4.98638 -3.13258 -0.57758
C 4.81451 -1.65416 -0.90325
C 5.89531 -1.12244 -1.87396
C 5.39548 -0.00660 -2.79625
C 5.55592 1.40660 -2.21804
C 4.63383 1.76010 -1.05056
C 3.14822 1.55293 -1.31357
C 2.31713 1.72800 -0.01745
C 1.62690 3.10524 0.06871
C 0.20661 3.09202 -0.52493
C -0.74171 2.34782 0.42966
C -2.20573 2.53336 0.15528
C -3.10440 2.87426 1.09969
N -2.78975 3.11300 2.47338
C -4.56173 3.03829 0.78946
O -5.31867 3.43180 1.65011
C -5.05732 2.73118 -0.58762
C -6.54104 2.84858 -0.78844
C -7.22996 1.67282 -1.47011
C -6.90982 1.51564 -2.96304
O -8.63680 1.93319 -1.34637
C -9.24782 1.16936 -0.32488
C -9.97093 -0.06173 -0.81980
C -10.37221 -1.02702 0.10552
C -11.01691 -2.17661 -0.32444
C -11.27547 -2.38752 -1.67475
C -10.90288 -1.41727 -2.59741
C -10.25444 -0.26414 -2.16230
C -4.14552 2.40953 -1.50865
C -2.70231 2.31418 -1.23004
O -1.95074 2.03903 -2.14878
H 6.52928 -4.42334 0.26500
H 5.96717 -3.16807 1.34875
H 7.03938 -2.74373 -0.01616
H 5.10418 -3.73082 -1.48676
H 4.08780 -3.51908 -0.09588
H 4.83591 -1.08078 0.02646
H 3.84299 -1.52788 -1.38402
H 6.77661 -0.78871 -1.32317
H 6.18884 -1.97189 -2.49432
H 4.36961 -0.19363 -3.11521
H 5.99473 -0.02560 -3.71181
H 6.59594 1.46369 -1.88093
H 5.46195 2.14073 -3.02171
H 4.77661 2.82234 -0.82438
H 4.93495 1.21517 -0.15412
H 2.78440 2.28897 -2.03509
H 2.94640 0.55892 -1.70706
H 3.01782 1.67573 0.81993
H 1.61331 0.90724 0.11621
H 2.25166 3.80612 -0.48653
H 1.57486 3.38390 1.12331
H -0.08262 4.13384 -0.65140
H 0.24796 2.58847 -1.48524
H -0.52035 1.28003 0.34407
H -0.48542 2.63699 1.44712
H -2.35255 4.02661 2.55692
H -2.09439 2.45028 2.79522
H -6.97066 2.91625 0.21198
H -6.82653 3.77836 -1.28329
H -6.99506 0.72834 -0.97288
H -7.75524 1.09838 -3.49911
H -6.60414 2.47543 -3.37853
H -6.07171 0.82720 -3.08052
H -9.99002 1.81899 0.14934
H -8.52496 0.90455 0.44768
H -10.16783 -0.87547 1.16178
H -11.32785 -2.92787 0.39129
H -11.76815 -3.29250 -2.00387
H -11.10200 -1.55127 -3.65226
H -9.97705 0.48126 -2.89538
H -4.41208 2.20454 -2.53559
C 10.15784 1.80794 1.94181
Cl 9.61762 0.28964 1.22962
Cl 8.89578 3.02718 1.76636
Cl 10.51380 1.59208 3.67020
Cl 11.61948 2.34880 1.11339
C 11.15095 -3.13030 3.23559
Cl 10.96002 -1.39448 3.49367
Cl 11.79496 -3.40717 1.60989
Cl 12.26581 -3.79991 4.43149
Cl 9.57928 -3.92336 3.38248
C 11.03119 0.73014 -2.90260
Cl 11.16145 0.05997 -4.53019
Cl 9.47387 1.54447 -2.71903
Cl 11.14030 -0.57488 -1.71712
Cl 12.33981 1.88357 -2.63118
C 8.43580 -4.23884 -3.58772
Cl 9.25766 -2.92459 -2.74028
Cl 7.19910 -3.58202 -4.66203
Cl 9.61741 -5.14891 -4.53516
Cl 7.67897 -5.30213 -2.39784
C -8.63195 1.21704 4.20264
Cl -7.80448 0.03417 5.21414
Cl -9.72889 2.18518 5.18973
Cl -7.44824 2.26931 3.42053
Cl -9.55998 0.36518 2.95241
C -8.34138 -3.62836 7.06878
Cl -9.42033 -2.99715 5.82432
Cl -6.68825 -3.61883 6.44656
Cl -8.43493 -2.60242 8.50410
Cl -8.81225 -5.27756 7.48886
C -3.50769 -4.03355 3.86078
Cl -2.60769 -4.12999 2.34468
Cl -3.96311 -2.35386 4.17112
Cl -4.96669 -5.02069 3.74908
Cl -2.49928 -4.62281 5.18538
C 4.24228 -7.03264 0.83199
Cl 5.10693 -6.78222 -0.68922
Cl 3.89598 -5.45889 1.56039
Cl 2.72353 -7.87147 0.50349
Cl 5.22668 -8.00051 1.92949
C -0.98852 7.19503 -2.64545
Cl -1.84102 8.12151 -3.88304
Cl 0.73768 7.15854 -3.01940
Cl -1.23178 7.95476 -1.06798
Cl -1.61206 5.54546 -2.60394

Calculated values
HOMO-LUMO gap = 0.28758 Ha
charge = 0
HOMO level = -9.1 eV
calculated total energy = -497470.34136 eV

These are the Löwdin partial charges, in e, on atoms 1 to 99:
1 C -0.143
2 C -0.300
3 C -0.207
4 C -0.202
5 C -0.208
6 C -0.208
7 C -0.211
8 C -0.203
9 C -0.194
10 C -0.201
11 C -0.198
12 C -0.126
13 C -0.081
14 C -0.163
15 N 0.094
16 C -0.271
17 O 0.063
18 C -0.096
19 C -0.076
20 C -0.364
21 C -0.021
22 O -0.123
23 C -0.192
24 C -0.183
25 C -0.063
26 C -0.084
27 C -0.095
28 C -0.078
29 C -0.032
30 C 0.070
31 C -0.338
32 O 0.095
33 H 0.017
34 H 0.065
35 H 0.058
36 H 0.079
37 H 0.045
38 H 0.109
39 H 0.102
40 H 0.103
41 H 0.060
42 H 0.101
43 H 0.104
44 H 0.074
45 H 0.110
46 H 0.115
47 H 0.100
48 H 0.115
49 H 0.086
50 H 0.102
51 H 0.100
52 H 0.107
53 H 0.104
54 H 0.080
55 H 0.104
56 H 0.127
57 H 0.104
58 H 0.101
59 H 0.081
60 H 0.105
61 H 0.146
62 H 0.151
63 H 0.071
64 H 0.084
65 H 0.078
66 H 0.134
67 H 0.087
68 H 0.010
69 H 0.102
70 H 0.098
71 H 0.101
72 H 0.105
73 H 0.114
74 C -2.032
75 Cl 0.478
76 Cl 0.534
77 Cl 0.500
78 Cl 0.526
79 C -2.044
80 Cl 0.469
81 Cl 0.516
82 Cl 0.529
83 Cl 0.524
84 C -2.044
85 Cl 0.534
86 Cl 0.533
87 Cl 0.471
88 Cl 0.527
89 C -2.036
90 Cl 0.499
91 Cl 0.546
92 Cl 0.535
93 Cl 0.529
94 C -2.018
95 Cl 0.511
96 Cl 0.538
97 Cl 0.574
98 Cl 0.591
99 C -2.059

[2]
Formula: C3H10NO4
Source: the OMol25 dataset
Level of theory: the ωB97M-V functional and the def2-TZVPD basis

Positions of all 18 atoms, in Å:
C -0.87306 1.56764 1.20809
C -0.04599 1.88819 -0.07412
C 1.09729 0.86417 -0.33513
O 0.68715 -0.32612 -0.57814
O 2.26294 1.26557 -0.27091
N -1.03425 0.20591 1.67600
H -0.55408 2.19845 2.04776
H -1.87407 2.00229 1.05672
H -0.73345 1.91883 -0.91930
H 0.39896 2.85889 0.04830
H -0.14359 -0.26059 1.62399
H -1.67687 -0.28354 1.04993
H -0.84337 -0.58921 -0.96955
H -1.13296 -1.85803 -1.69361
O -1.62465 -1.19733 -1.20106
H -0.60925 -3.23445 -0.05670
H 0.74793 -2.51195 -0.48893
O 0.30106 -3.34807 -0.32640

Calculated values
HOMO-LUMO gap = 0.32841 Ha
charge = -1
HOMO level = -5.0 eV
calculated total energy = -12955.61924 eV

Let us look at the Löwdin charges, expressed in e, one per atom:
1 C -0.301
2 C -0.112
3 C -0.679
4 O -0.120
5 O -0.033
6 N -0.007
7 H 0.089
8 H 0.094
9 H 0.097
10 H 0.084
11 H 0.054
12 H 0.050
13 H -0.011
14 H 0.000
15 O -0.145
16 H 0.015
17 H 0.003
18 O -0.079